Entry from the OMol25 dataset: a structure of composition C35H44N3O7S2Ti (ωB97M-V with the def2-TZVPD basis set).

Structure (XYZ):
```
92
Properties=species:S:1:pos:R:3:forces:R:3:mulliken_charge:R:1
Ti -1.0401 -1.2673 -1.7737 -0.1469 0.4544 0.0123 -0.37
C 3.9397 1.1989 2.3706 0.0003 -0.0066 -0.0250 -1.65
C 4.1582 1.7729 0.9618 -0.0295 -0.0498 0.0388 2.31
C 5.6462 1.6685 0.6289 0.0110 0.0319 0.0248 -2.37
C 3.7708 3.2579 0.9565 0.0189 -0.0025 -0.0122 -1.33
C 3.2871 1.0027 -0.0295 -0.0437 -0.0676 -0.0680 -0.75
C 1.8954 1.0511 0.1213 0.0022 0.1609 0.0366 -0.50
C 1.0825 0.3537 -0.7453 -0.2141 -0.0994 0.0565 -0.11
N -0.3086 0.1971 -0.7169 0.1577 0.0273 -0.0451 1.11
C -1.2206 1.0272 -0.0671 0.2284 -0.0901 -0.1012 -0.23
C -1.0072 2.2415 0.5505 -0.0333 0.0900 0.0634 -0.13
C -2.0748 2.9010 1.1728 -0.0445 -0.0710 -0.0459 -1.01
C -3.3300 2.3187 1.1237 0.1201 -0.0156 -0.0238 -0.09
C -3.6006 1.1157 0.4425 -0.1502 -0.0122 0.0511 -0.47
C -2.5226 0.4940 -0.1612 -0.0431 -0.1662 -0.1581 0.90
O -2.5547 -0.6329 -0.9114 0.0417 0.2060 0.1944 -1.08
C -5.0383 0.5772 0.4657 0.0441 0.0111 0.0028 2.51
C -5.3764 0.1760 1.9102 0.0043 0.0179 -0.0087 -1.60
C -6.0157 1.6696 0.0036 0.0273 -0.0129 -0.0004 -1.76
C -5.2709 -0.6438 -0.4292 -0.0010 0.0016 0.0020 -2.15
C -1.8027 4.2290 1.8799 0.0066 -0.0174 -0.0123 2.35
C -0.7481 4.0203 2.9766 -0.0053 -0.0062 -0.0037 -1.31
C -3.0576 4.8076 2.5332 0.0115 0.0297 0.0078 -2.36
C -1.2768 5.2522 0.8631 -0.0156 -0.0064 -0.0002 -1.66
C 1.6535 -0.4870 -1.7232 -0.1281 -0.0360 -0.0405 1.20
O 0.7244 -1.2561 -2.3366 0.2802 -0.0058 0.1690 -0.81
C 3.0202 -0.5313 -1.9289 0.0854 -0.1152 -0.1136 -0.80
C 3.8127 0.2347 -1.0533 -0.0695 0.0920 0.0280 -0.15
C 3.7289 -1.4004 -2.9787 -0.0307 0.0421 0.0559 2.26
C 4.4804 -2.5272 -2.2558 -0.0035 0.0010 0.0132 -1.51
C 2.7911 -2.0356 -4.0104 0.0033 0.0002 -0.0064 -2.00
C 4.7351 -0.5390 -3.7576 0.0041 0.0022 0.0022 -1.80
H 4.5580 1.7297 3.1001 -0.0037 0.0029 0.0062 0.45
H 4.2018 0.1393 2.3955 0.0097 0.0078 0.0013 0.33
H 2.8968 1.2851 2.6792 0.0048 0.0131 -0.0010 0.29
H 6.2204 2.2466 1.3566 0.0164 0.0008 0.0013 0.46
H 5.8644 2.0662 -0.3646 -0.0049 -0.0042 0.0020 0.39
H 5.9965 0.6358 0.6720 -0.0019 -0.0073 -0.0020 0.39
H 4.3819 3.8116 1.6744 0.0066 0.0081 0.0025 0.49
H 2.7241 3.4010 1.2283 -0.0043 -0.0037 -0.0056 0.02
H 3.9234 3.6910 -0.0343 -0.0117 0.0004 0.0035 0.32
H 1.4600 1.5849 0.9529 0.0526 -0.0178 -0.0235 0.78
H -0.0292 2.6975 0.5289 -0.0319 -0.0097 0.0168 0.94
H -4.1501 2.8112 1.6245 -0.0459 -0.0107 -0.0054 0.37
H -5.2815 1.0232 2.5922 -0.0039 -0.0031 0.0033 0.29
H -4.7031 -0.6114 2.2540 -0.0025 0.0046 -0.0051 0.31
H -6.4024 -0.1980 1.9670 -0.0040 -0.0016 0.0020 0.45
H -5.9917 2.5504 0.6452 0.0124 0.0162 0.0106 0.30
H -7.0354 1.2765 0.0154 -0.0060 0.0029 -0.0049 0.47
H -5.7818 1.9853 -1.0150 -0.0010 -0.0001 0.0038 0.38
H -4.6756 -1.5012 -0.1228 0.0162 0.0031 -0.0019 0.32
H -5.0327 -0.4315 -1.4711 -0.0001 -0.0046 0.0043 0.38
H -6.3277 -0.9184 -0.3660 -0.0057 -0.0082 -0.0053 0.55
H -1.0972 3.2906 3.7100 0.0020 0.0047 -0.0011 0.33
H -0.5430 4.9624 3.4925 -0.0002 0.0020 0.0058 0.47
H 0.1921 3.6518 2.5634 -0.0030 0.0019 -0.0048 0.04
H -3.4631 4.1346 3.2913 0.0021 -0.0056 -0.0029 0.37
H -3.8385 5.0082 1.7972 0.0024 -0.0046 -0.0032 0.40
H -2.8079 5.7520 3.0223 -0.0071 0.0068 0.0070 0.46
H -0.3576 4.9082 0.3873 0.0001 -0.0014 0.0071 0.27
H -1.0673 6.2052 1.3565 0.0039 0.0088 -0.0003 0.45
H -2.0146 5.4239 0.0768 0.0025 0.0008 0.0021 0.35
H 4.8849 0.1967 -1.1787 -0.0025 -0.0178 -0.0093 0.35
H 3.7803 -3.1534 -1.6994 0.0068 0.0014 -0.0010 0.30
H 5.2134 -2.1295 -1.5509 -0.0057 0.0013 -0.0011 0.29
H 5.0056 -3.1567 -2.9796 0.0007 -0.0049 -0.0028 0.44
H 2.1195 -2.7652 -3.5651 -0.0154 0.0026 0.0186 0.27
H 3.4008 -2.5440 -4.7629 -0.0039 -0.0002 -0.0037 0.51
H 2.1813 -1.2861 -4.5160 -0.0043 0.0068 0.0068 0.41
H 5.4974 -0.0999 -3.1135 0.0017 -0.0044 -0.0089 0.30
H 4.2208 0.2732 -4.2753 0.0035 -0.0007 0.0013 0.39
H 5.2434 -1.1539 -4.5043 0.0032 -0.0004 -0.0067 0.47
O -1.4980 -0.7124 -5.4631 -0.1232 -0.1251 0.0373 -0.64
N -1.5541 -0.7720 -4.2665 -0.1681 0.1451 -0.1269 1.21
O -1.3711 0.2208 -3.5141 0.0645 -0.6325 0.3087 -0.60
O -1.8080 -1.8859 -3.6512 0.3339 0.2271 0.1202 -0.57
O -2.8242 -4.3317 -1.1545 -0.0337 -0.0014 -0.0087 -0.63
S -1.3925 -4.3962 -1.0541 0.0107 0.1384 -0.0534 0.93
O -0.6589 -4.7628 -2.2328 0.0356 -0.0090 -0.0130 -0.64
N -0.8037 -2.9683 -0.4392 -0.1727 -0.2191 -0.3019 0.30
C -0.2717 -3.1133 0.8017 -0.1586 -0.0779 -0.3339 0.60
S 0.3568 -1.9351 1.7472 0.0911 0.1497 0.1555 -0.51
C -0.3220 -4.5448 1.2457 0.0439 0.0441 0.0757 -0.12
C 0.1459 -5.0745 2.4371 0.0194 -0.0449 0.0765 -0.78
C 0.0028 -6.4370 2.6573 -0.0052 0.0495 -0.0442 -0.53
C -0.5987 -7.2601 1.7054 -0.0090 -0.0027 -0.0133 -0.50
C -1.0702 -6.7324 0.5121 0.0087 -0.0013 0.0109 -0.75
C -0.9123 -5.3740 0.3192 -0.0051 0.0051 -0.0007 0.36
H 0.6086 -4.4190 3.1630 -0.0030 -0.0005 -0.0071 0.45
H 0.3638 -6.8688 3.5818 0.0010 -0.0080 0.0034 0.39
H -0.6990 -8.3205 1.8984 0.0022 -0.0013 0.0076 0.38
H -1.5403 -7.3522 -0.2397 0.0018 -0.0092 0.0077 0.44
```
Positions in Å, forces in eV/Å.

## Properties
highest occupied orbital energy = -0.170 hartree
frontier orbital gap = 6.72 eV
relative energy (zero: lowest compared OMol25 entry of this formula, charge and spin) = 0.0 kJ/mol
maximum force = 0.7 eV Å⁻¹
charge = -1

***

Entry from the OMol25 dataset: a structure of composition C35H45Br69FNO6P (ωB97M-V with the def2-TZVPD basis set).

Structure (XYZ):
```
158
Properties=species:S:1:pos:R:3:forces:R:3:mulliken_charge:R:1
C 2.6380 1.6681 1.2865 1.0709 0.5396 0.7990 0.05
C 3.4128 3.0958 1.4300 -2.2321 0.0162 -0.9416 0.02
O 4.7895 3.0322 0.9786 1.2720 -0.9793 2.3330 -0.34
P 5.8015 2.3479 2.1872 -1.8624 -1.2797 2.1866 0.63
O 4.9454 1.8715 3.3985 1.8393 1.0410 -3.1735 -0.27
C 7.0318 3.5988 2.8768 0.4888 1.0474 -0.8231 -0.75
C 8.5673 3.3349 2.4880 0.3106 0.7247 -0.1680 -1.42
C 9.5605 4.1094 3.5232 0.4620 -0.6557 -1.0105 0.84
N 9.0103 5.5018 3.6184 0.9617 -0.6448 1.2261 -0.20
C 9.7834 6.3413 4.5653 -0.0114 1.1515 -0.0060 -0.68
C 9.1304 6.5034 6.0168 -2.2363 -0.5079 0.1652 0.24
O 7.9053 6.4095 6.2946 3.8427 0.3145 -0.9834 -0.64
C 11.0180 4.0350 2.8489 4.6796 -3.5522 -2.4547 0.04
O 11.7143 5.0369 2.4853 -2.8518 -0.8902 1.4368 -0.72
O 11.5488 2.7640 2.5945 -3.4439 4.4217 1.6817 -0.72
C 9.6588 3.4008 4.9528 -1.2434 -1.1402 -0.1953 0.50
C 9.5294 1.8093 4.9222 0.3079 -0.2259 0.6046 -0.95
F 10.9179 3.6855 5.6425 -1.9227 0.0799 -0.9635 -0.44
O 6.5990 1.0449 1.4089 -1.7236 1.8491 1.2095 -0.45
C 6.1068 -0.2130 1.9347 0.1809 -2.0312 1.1345 0.11
C 6.9036 -0.5538 3.3059 0.0482 0.5736 -0.4916 -0.19
H 2.6113 1.1827 2.3271 -0.2318 0.6887 -1.6197 -0.17
H 1.6058 1.8556 0.8441 1.3059 -0.4700 0.6349 0.10
H 3.2695 0.9759 0.6221 -1.0631 1.1051 0.7641 0.04
H 3.2835 3.5612 2.4665 0.4533 -0.9071 -1.3314 0.03
H 2.8690 3.8044 0.6989 1.1584 -0.9231 0.9577 0.21
H 6.8611 3.7155 4.0128 0.0749 -0.6838 -1.8741 0.38
H 6.7623 4.6344 2.4385 0.1980 -1.7084 0.6974 0.50
H 8.8505 2.2446 2.3333 -0.3544 1.5085 0.5161 0.39
H 8.7448 3.8533 1.4685 -0.1871 -0.9019 1.5341 0.54
H 8.9295 5.9186 2.6846 0.5249 -0.2233 0.6729 0.36
H 10.8695 6.0252 4.7161 -1.4002 0.2527 -0.3236 0.32
H 9.8243 7.4035 4.1054 0.0094 -1.4563 0.9900 0.44
H 9.8677 6.7015 6.8894 -0.7636 -0.1134 -1.2528 0.25
H 8.7611 3.7839 5.5744 1.7649 -0.2858 -0.5456 0.28
H 9.9220 1.4281 5.9382 -0.8831 0.7070 -1.5507 0.53
H 10.1606 1.2967 4.1270 -0.7480 1.2359 0.8863 0.02
H 8.4587 1.4267 4.8179 1.2504 0.9034 0.1018 -0.14
H 6.3624 -1.0767 1.2153 -0.2092 1.6732 0.6715 0.38
H 4.9645 -0.2431 2.0714 2.1300 0.5475 -0.2897 -0.41
H 6.5566 -1.5307 3.7864 0.6366 1.2228 -0.9270 0.43
H 8.0175 -0.5649 3.0153 -1.6343 -0.2599 0.5361 -0.02
H 6.7791 0.2640 4.0967 -0.0480 -1.1003 -1.3283 -0.15
C 1.6305 1.4662 -3.0997 0.0998 -0.0140 -0.2094 -0.45
Br 0.3101 0.0641 -2.8708 0.1898 0.2446 0.0511 0.15
Br 1.1153 3.0934 -2.1805 0.1051 -0.2820 -0.0611 0.00
Br 3.4035 0.8756 -2.5840 -0.3594 0.1024 -0.0107 0.04
H 1.6691 1.6988 -4.1629 0.0099 -0.0546 0.2730 0.34
C -3.0571 -2.9744 -3.3555 -0.0851 -0.0293 0.0408 -0.35
Br -2.2188 -2.3193 -1.7336 -0.1294 -0.1044 -0.3338 0.00
Br -3.2509 -1.5731 -4.6839 0.0212 -0.0738 0.3689 0.03
Br -2.1336 -4.5247 -4.0688 -0.2592 0.2183 0.1607 0.08
H -4.0614 -3.2981 -3.0864 0.2457 0.0959 -0.0982 0.28
C -7.0635 -1.3605 -5.2805 0.1011 0.0816 0.1299 -0.24
Br -7.6381 -1.0222 -7.1019 0.0668 -0.1360 0.3208 0.05
Br -8.4368 -0.8966 -3.9926 0.2548 -0.1325 -0.2788 0.01
Br -6.4430 -3.1823 -5.0490 -0.3425 0.2096 -0.0899 -0.01
H -6.2129 -0.7077 -5.0883 -0.1824 -0.1907 -0.0571 0.22
C -1.8212 3.8514 0.5932 0.0439 -0.0515 -0.1030 -0.38
Br -2.0207 1.9347 0.8352 0.0871 0.3771 -0.1012 0.00
Br -3.3524 4.8301 1.2699 0.2439 -0.1290 -0.1683 -0.07
Br -0.1630 4.5147 1.3490 -0.3333 -0.1422 -0.1024 0.02
H -1.7767 4.0316 -0.4796 -0.0123 -0.0620 0.2871 0.38
C 7.2410 7.1106 9.2496 0.1082 -0.0100 -0.1027 0.72
Br 8.5856 6.6428 10.5669 -0.2712 0.0906 -0.1530 -0.03
Br 5.7085 5.9244 9.3319 0.2625 0.2667 0.0441 0.01
Br 6.7174 8.9735 9.3828 0.0597 -0.3381 0.0467 -0.04
H 7.6957 6.9758 8.2670 -0.2522 -0.0559 0.1268 -0.55
C 0.1315 -3.2991 -7.4804 -0.1022 0.0368 0.0849 -0.06
Br -0.0481 -2.1405 -5.9374 0.3945 -0.1142 -0.4770 0.06
Br -1.0217 -2.7447 -8.9387 0.2110 -0.0622 0.2555 -0.04
Br 1.9806 -3.4646 -8.0430 -0.3793 0.0247 0.1574 0.06
H -0.1979 -4.2904 -7.1737 0.0440 0.2722 -0.1087 -0.04
C -1.6542 2.7335 5.3700 0.0495 -0.0949 0.1161 -0.23
Br -0.1335 1.9779 4.4321 -0.2867 0.1251 0.1335 0.12
Br -1.2881 4.5300 5.9943 -0.1348 -0.3091 -0.2585 -0.03
Br -3.2731 2.6533 4.3039 0.2649 0.0431 0.3071 0.04
H -1.8244 2.1158 6.2506 0.0243 0.1724 -0.2185 0.20
C -5.7525 -0.8579 3.6977 0.1853 -0.0670 0.1058 -0.03
Br -5.1689 -1.2283 1.8840 0.0359 0.2032 0.3475 -0.03
Br -4.2962 -1.0235 4.9694 -0.3319 0.0122 -0.3100 0.00
Br -6.6411 0.8633 3.8352 0.2256 -0.2655 -0.0061 -0.08
H -6.4883 -1.6161 3.9570 0.1869 0.2523 -0.0737 0.07
C -9.6507 -1.7935 2.0131 -0.0135 0.0124 -0.0476 -0.30
Br -10.8147 -1.2504 3.4672 0.2391 -0.0165 -0.2536 -0.03
Br -8.9171 -0.2662 1.0696 -0.2049 -0.3076 0.1250 -0.06
Br -8.2628 -3.0103 2.6138 -0.5371 0.3876 -0.2613 0.18
H -10.2657 -2.3410 1.3007 0.1586 0.0963 0.2233 0.31
C 5.4933 -5.6167 -7.1017 -0.0996 -0.0263 0.1420 0.07
Br 6.3285 -4.9561 -5.4815 -0.1513 -0.1116 -0.3795 0.01
Br 5.3010 -4.2197 -8.4335 0.2179 -0.2378 0.1801 -0.06
Br 6.4195 -7.1658 -7.8117 -0.1516 0.3224 0.1123 -0.03
H 4.4889 -5.9411 -6.8333 0.2457 0.0883 -0.0875 -0.03
C -7.9563 0.6490 -10.5975 -0.0102 -0.0228 0.0799 0.25
Br -6.4374 -0.1099 -11.5351 -0.2979 0.1458 0.1617 -0.01
Br -7.6038 2.4618 -10.0013 -0.0883 -0.5340 -0.1956 0.10
Br -9.5814 0.5391 -11.6506 0.2929 0.0099 0.1705 0.00
H -8.1140 0.0437 -9.7050 0.0224 0.1767 -0.2976 -0.36
C -12.2896 -2.9470 -11.0094 -0.0961 -0.0270 0.0293 -0.36
Br -11.7136 -3.3406 -12.8187 -0.0231 0.0792 0.3472 0.00
Br -10.8258 -3.0839 -9.7442 -0.1960 0.0336 -0.2555 0.01
Br -13.1871 -1.2315 -10.8946 0.2210 -0.3163 -0.0343 -0.04
H -13.0193 -3.7067 -10.7347 0.2010 0.2091 -0.0716 0.40
C -12.1543 -5.0015 4.4341 0.0085 0.1662 0.1081 -0.32
Br -10.4267 -4.6401 5.2340 -0.3764 -0.2130 -0.0774 -0.01
Br -12.0370 -5.1195 2.5011 0.0477 -0.0149 0.2956 0.02
Br -12.9932 -6.5720 5.2032 0.1874 0.2619 -0.1964 -0.05
H -12.7963 -4.1527 4.6635 0.1706 -0.2193 -0.0817 0.36
C -6.2427 -6.7644 2.4910 0.0137 -0.1219 -0.1043 -0.36
Br -8.1481 -6.4136 2.5789 0.3834 -0.3268 0.0331 0.02
Br -5.2188 -5.1266 2.3091 -0.2240 -0.2358 0.0916 0.00
Br -5.6363 -7.8312 3.9930 -0.1284 0.2456 -0.2570 -0.03
H -6.0674 -7.3518 1.5914 -0.0339 0.1622 0.2466 0.35
C 2.7495 3.2942 8.0133 0.1215 0.1460 -0.1630 -0.12
Br 1.2849 4.3650 8.7052 0.3071 -0.2408 -0.0440 -0.05
Br 2.4731 1.4003 8.3397 -0.0282 0.3315 -0.0892 -0.05
Br 3.0966 3.6621 6.1388 -0.0558 -0.2053 0.4629 0.06
H 3.6411 3.5838 8.5671 -0.2224 -0.1096 -0.1499 0.07
C 0.0081 -8.1330 -5.9903 0.0140 -0.1580 -0.0319 -0.38
Br -1.8967 -7.7802 -5.8805 0.3942 -0.0140 0.0029 -0.06
Br 1.0318 -6.5011 -6.2215 -0.1399 -0.3349 0.1098 0.05
Br 0.6379 -9.1707 -4.4782 -0.1396 0.2650 -0.2810 -0.02
H 0.1687 -8.7381 -6.8809 -0.0426 0.1801 0.2318 0.40
C -13.2842 -7.2599 -1.1268 -0.0044 -0.1238 -0.0370 -0.34
Br -15.1890 -6.9016 -1.0562 0.3830 -0.0331 0.0308 -0.01
Br -12.2496 -5.6272 -1.2988 -0.1831 -0.2708 0.0913 -0.02
Br -12.6961 -8.3332 0.3779 -0.1255 0.2407 -0.2950 -0.01
H -13.1037 -7.8466 -2.0257 -0.0421 0.1803 0.2370 0.36
C -5.9719 1.6057 7.6438 0.0277 0.0412 -0.1629 0.01
Br -7.2993 0.2061 7.8464 0.2737 0.2489 -0.0094 0.00
Br -6.4831 3.2260 8.5787 0.1082 -0.3432 -0.1438 -0.03
Br -4.2043 1.0015 8.1629 -0.3031 0.1524 0.0338 -0.03
H -5.9258 1.8501 6.5831 0.0169 -0.0958 0.2403 0.02
C 12.2698 -1.1627 5.2085 -0.0108 0.1795 0.2654 -0.34
Br 13.9183 -1.7819 4.3931 -0.2653 0.0927 0.0886 -0.07
Br 12.4301 0.6567 5.8637 0.4091 -0.5947 -0.2136 0.02
Br 10.7547 -1.3811 4.0173 0.3363 -0.1056 0.1772 0.00
H 12.0859 -1.7971 6.0735 0.0576 0.1339 -0.2793 0.43
C 5.9955 1.6176 -5.5384 0.0509 -0.0478 0.1140 -0.29
Br 4.6208 2.9665 -5.7690 0.2274 -0.2294 -0.0174 -0.01
Br 5.5009 -0.0641 -6.3695 0.0641 0.3098 0.1262 0.05
Br 7.7268 2.2423 -6.1482 -0.3836 -0.1180 0.0786 -0.03
H 6.0822 1.4313 -4.4690 -0.0490 0.0623 -0.2715 0.26
C 3.2625 -1.2287 5.3865 0.0939 0.2164 0.0010 -0.06
Br 4.9738 -0.8370 6.2067 -0.4720 -0.1467 -0.0110 -0.02
Br 3.4338 -1.3951 3.4626 -0.4938 -0.3581 0.7280 0.05
Br 2.4172 -2.7837 6.1823 0.1423 0.2295 -0.1308 -0.07
H 2.6090 -0.3782 5.5776 0.1832 -0.1829 -0.0429 0.10
C -7.8867 6.6364 -9.4163 -0.0166 0.0640 -0.1066 -0.30
Br -6.6108 5.3531 -8.7176 -0.2098 0.3982 -0.0163 -0.06
Br -9.6633 5.8745 -9.5708 0.3520 0.1392 0.0779 -0.02
Br -7.8934 8.2792 -8.3856 -0.0028 -0.3502 -0.1619 -0.04
H -7.5614 6.8931 -10.4229 -0.0806 -0.0795 0.2758 0.38
C -8.6182 -6.0698 -12.1231 -0.0827 0.0922 0.0570 -0.07
Br -7.1447 -5.3693 -11.0746 -0.2773 -0.1457 -0.2272 0.03
Br -8.4743 -5.5705 -13.9916 0.0097 -0.1195 0.3551 -0.02
Br -8.8137 -7.9869 -11.9023 0.0724 0.3512 -0.0609 -0.02
H -9.5284 -5.6102 -11.7400 0.2277 -0.0864 -0.1062 0.07
```
Positions in Å, forces in eV/Å.

## Properties
highest occupied orbital energy = -0.168 hartree
frontier orbital gap = 4.78 eV
relative energy (zero: lowest compared OMol25 entry of this formula, charge and spin) = 272.9 kJ/mol
maximum force = 6.4 eV Å⁻¹
charge = -1